{"formula": "C7H7NO2", "method": "wB97M-V/def2-TZVPD", "max_force_ev_per_a": 4.62, "total_charge": 0, "e_homo_ev": -9.39, "symbols": ["O", "C", "C", "C", "N", "C", "C", "C", "C", "H", "H", "H", "H", "H", "H", "O", "H"], "xyz": [[-3.0501, 0.9690, -1.4278], [-2.1856, 0.5706, -0.6858], [-1.3054, -0.6552, -0.8649], [0.0440, 0.0671, -1.0824], [-0.3911, 1.4466, -0.8679], [1.0988, -0.3969, -0.1729], [1.9598, -0.7594, 0.6046], [2.9262, -1.1741, 1.5012], [3.7480, -1.5393, 2.3165], [-1.2741, -1.2967, 0.0254], [-1.6174, -1.2122, -1.7570], [0.3817, -0.0695, -2.1197], [0.3263, 2.1502, -1.0081], [4.5127, -1.8106, 3.0237], [-0.9327, 1.7540, 0.2548], [-2.2808, 1.2971, 0.8058], [-1.9603, 0.6594, 1.4545]], "forces_ev_per_angstrom": [[1.94, -1.14, 1.79], [-4.30, 1.52, -0.78], [0.33, 0.16, 0.57], [0.07, 0.22, 0.59], [0.16, 1.96, 2.93], [0.92, -0.42, 0.70], [-0.74, 0.27, -0.65], [0.72, -0.36, 0.84], [-0.48, 0.39, -0.64], [-0.18, 0.11, -0.32], [-0.16, 0.21, 0.44], [-0.11, 0.17, 0.24], [0.00, -0.08, -0.43], [-0.40, 0.06, -0.33], [1.83, -1.49, -3.23], [0.46, -1.42, -1.92], [-0.06, -0.17, 0.20]]}